A) This record from the Open Molecules 2025 dataset describes a 8-piece molecular cluster, C45H113N7O15 overall. The level of theory is the ωB97M-V functional and the def2-TZVPD basis.

```
180
Properties=species:S:1:pos:R:3
H -2.641 2.054 3.691
C 2.259 -5.451 1.195
C -4.032 4.347 -3.498
H 1.405 2.244 -2.313
C -4.963 3.111 -3.480
H 2.423 -0.267 -7.776
H -1.228 3.877 2.706
H 3.061 1.379 -5.172
C -0.697 1.209 5.318
C -5.384 2.694 -5.788
O 1.820 0.419 8.822
C 2.584 0.810 -7.760
C -3.524 -0.246 -1.765
O 2.734 -2.059 4.612
H 3.600 -4.975 -0.941
C -2.479 4.808 -0.121
H -2.682 3.209 -1.686
O 3.317 2.305 -1.489
H -0.573 0.539 4.452
H 4.350 -0.754 6.878
C -7.189 -3.363 0.320
C 3.759 -2.293 5.561
H -4.491 5.133 -4.105
H 1.942 -2.645 2.798
H -1.868 3.678 -6.853
H 1.921 -2.147 -4.834
H 8.291 0.901 -6.567
H -4.972 2.530 -2.556
H -3.621 -1.533 0.486
O 0.859 -1.759 -6.603
H 3.321 -5.312 1.391
H 3.831 -0.167 -5.692
H 2.501 -3.952 3.909
H 2.558 -2.859 -7.243
C -1.415 1.702 -4.968
H 3.628 -3.134 2.986
H -1.826 -2.511 3.084
C 0.778 -2.617 7.338
H -0.648 2.148 4.764
H 8.435 1.550 -1.973
H -0.496 3.147 -7.801
C 1.731 1.713 8.196
H 3.167 4.042 -2.589
H -5.059 -3.351 0.083
C 3.465 -1.378 6.735
C 8.182 1.372 -4.517
N 6.285 0.724 -6.013
O -4.315 0.674 -1.013
H -2.143 0.979 -5.345
O -0.248 -3.557 7.582
C -5.809 -2.845 0.712
N -5.785 -1.392 0.627
H 0.792 -2.305 6.286
H -2.345 1.586 6.622
H 2.379 0.883 -2.726
H -0.027 -1.531 -3.429
H 2.179 -0.179 -0.627
C 7.561 1.400 -5.924
H 1.726 1.338 -7.328
H 0.160 2.034 -3.621
H 0.399 -3.136 -5.137
H -0.117 0.347 9.704
H -2.026 -0.126 6.516
H 1.874 -6.077 2.006
C 0.507 1.930 7.320
H -3.074 5.721 -2.355
H -9.583 -3.272 -1.156
C -1.432 4.642 1.954
H -8.585 -3.236 -2.651
H -8.482 -4.597 -1.633
H -1.942 2.559 -4.530
O -2.044 3.917 0.905
H 0.460 2.986 7.056
H -0.312 1.677 8.010
H -0.665 0.968 0.689
H -7.261 -4.459 0.335
H 0.069 1.600 2.075
H 1.006 -3.641 -7.580
N 3.106 -2.006 8.007
H -4.011 3.518 -0.675
H 1.393 -2.222 -8.453
C 0.290 0.927 1.239
H 2.727 -1.239 8.567
C 0.905 -2.173 -5.238
H 0.625 0.491 -5.539
H 5.407 2.501 -5.304
C -1.287 2.796 -7.143
C 0.950 0.300 9.929
C 0.427 -0.449 1.914
H 6.726 1.117 -2.274
C -8.608 -3.504 -1.594
C 2.613 -5.313 -1.271
H 7.582 2.451 -6.251
H -5.595 -3.106 1.754
H -6.100 -1.227 -0.329
C 2.690 -2.936 3.527
H -5.368 3.773 -5.942
H 0.545 -1.673 7.856
C 0.039 -1.173 -4.461
C -3.513 1.711 4.262
O 3.758 1.250 -7.125
C 3.818 3.163 -2.493
H -3.316 0.822 0.879
H -3.138 5.606 0.227
H 5.956 0.758 -6.974
H 2.868 -5.850 -2.191
H 0.663 0.350 -1.285
C -4.260 0.528 0.391
H 1.181 -0.630 10.447
N 1.334 1.458 0.416
C -3.215 4.047 -1.215
C -0.797 -2.263 2.828
H -2.445 -0.128 -1.650
H -4.430 -0.808 1.975
H 7.074 2.740 -1.752
C -0.400 1.159 -3.966
O -0.621 2.259 -6.017
H 1.017 -0.352 2.834
H -0.928 0.851 -3.061
H -4.260 1.307 3.582
H 4.703 -1.998 5.079
C -4.419 -0.904 0.886
H 2.640 1.844 7.604
H -4.955 1.243 0.831
H -1.961 2.103 -7.648
H 4.029 -3.316 5.853
C 1.505 -2.672 -7.464
H -6.413 2.342 -5.624
H -2.231 -3.878 7.148
H 5.301 1.155 -4.211
H -3.798 0.010 -2.789
H -1.450 -2.689 6.163
H 0.732 0.106 6.471
H 3.726 2.636 -3.446
H 2.630 1.160 -8.793
H -3.853 -1.267 -1.572
H 1.049 -1.076 1.254
H -0.971 -1.364 -4.862
H 2.629 -0.697 6.551
H -1.852 -2.262 7.846
H 1.822 -3.407 8.946
N 0.489 0.181 -4.586
H -2.125 5.350 2.417
H 1.139 1.079 10.678
H 8.011 0.330 -4.203
H 2.074 -4.450 -1.663
H -0.222 -2.225 3.757
H -0.492 5.127 1.680
O -7.535 -2.898 -0.952
H -3.100 4.131 -4.042
H -1.498 5.102 -0.523
H 9.276 1.338 -4.582
H 2.508 -3.953 7.433
H -3.876 2.587 4.811
C 7.474 1.916 -2.338
H 1.707 -4.516 1.298
H 2.231 -7.154 -0.145
C -1.503 -3.069 7.193
C -2.033 0.787 5.930
H -7.888 -3.039 1.104
H -0.418 -2.998 2.113
C 5.221 1.422 -5.269
C 1.952 -6.098 -0.158
C 1.584 0.720 -0.803
N 0.446 1.024 6.176
O 7.621 2.345 -3.682
O -0.828 -1.012 2.151
O -3.125 0.601 5.038
H 1.780 2.397 9.049
H -5.053 2.116 -6.648
C 2.099 -3.080 7.942
H 4.815 3.481 -2.208
H 1.382 2.452 0.283
O 0.542 -6.061 -0.412
H 0.134 -6.868 -0.089
C 2.181 1.585 -1.907
H -5.998 3.483 -3.477
O -4.709 2.312 -4.600
C 3.865 0.929 -5.767
N -3.730 4.964 -2.217
```

Its total charge is 0. Its structure (SMILES) is COCCNCCOC.COCCNCCOC.COCCNCCOC.COCCNCCOC.COCCNCCOC.COCCNCCOC.COCCNCCOC.CC(C)O.

B) This record from the Open Molecules 2025 dataset describes a 8-piece molecular cluster, C45H113N7O15 overall. The level of theory is the ωB97M-V functional and the def2-TZVPD basis.

```
180
Properties=species:S:1:pos:R:3
C -0.418 -0.683 -3.948
H -2.818 0.735 -4.046
H 9.369 -2.746 -7.038
H 6.512 2.358 1.728
C 1.879 -5.000 -7.801
C -4.499 7.835 6.563
C -4.182 6.559 5.742
H -2.234 -4.260 0.600
C -0.562 11.308 8.262
H -3.024 11.293 8.870
O 2.404 -3.795 -8.325
H -1.707 -7.137 -2.968
O -8.610 0.587 8.128
C -1.471 -5.002 0.365
H -0.686 -1.058 -4.935
H 11.565 -4.635 -3.186
H 1.038 -3.123 2.852
H -5.231 -1.117 -6.083
H -0.024 10.747 9.026
H 0.424 -5.283 0.233
H -3.950 5.728 6.408
H 2.088 -2.315 -0.683
H -4.724 4.228 4.610
H 6.113 -5.242 -4.706
N -3.356 8.294 7.348
H -1.726 -5.810 1.050
C 5.456 4.112 2.154
H -5.379 7.623 7.169
H -4.817 -0.662 0.181
C -7.578 1.512 8.413
C -2.636 10.407 8.366
H 2.925 4.148 -1.015
H 3.461 2.371 1.406
H -6.210 0.511 -1.747
H 8.153 3.444 -1.319
O 1.440 3.202 0.142
H 2.867 2.405 -0.821
H 5.779 5.084 2.527
H -6.400 -3.081 -5.523
H 2.507 -6.954 -7.015
O -5.566 -2.469 -0.535
O 6.997 3.758 0.200
H -8.959 -1.019 6.848
H 6.486 0.034 -6.297
H 2.546 -4.049 2.610
C -5.682 -3.135 0.732
C 8.080 3.081 -0.294
H -5.439 -4.198 0.726
N -4.488 -0.435 -2.587
C -8.155 -0.445 7.309
H -3.194 7.848 8.240
C 2.977 -6.041 -7.381
O -5.356 -1.134 -7.035
H -3.858 1.537 -1.806
H 11.795 -3.423 -7.994
C -6.621 -2.883 -6.572
H -9.457 4.667 12.891
H -5.092 -2.717 1.548
H -7.842 1.886 11.170
H -6.539 -0.719 0.155
H -6.189 4.749 3.872
H 2.059 -2.366 -9.561
H 2.471 -3.792 0.167
C -5.479 -2.434 -7.386
C -0.672 -7.005 -2.651
H -3.876 -2.913 -6.126
C -3.696 9.698 7.544
H -0.126 -6.560 -3.482
H 3.673 -6.335 -8.167
C -9.508 3.202 11.221
H -7.552 -2.316 -6.575
H 1.167 5.123 0.732
H 9.794 0.473 -5.185
H 0.702 -3.450 -9.239
O 8.038 -0.641 -5.025
H -8.911 6.525 11.234
H -3.032 0.179 -1.100
C 6.691 3.413 1.520
H -7.438 3.354 9.318
H -4.758 8.593 5.824
C -1.564 -5.399 -1.150
H 12.401 -3.685 -4.372
C -5.657 -1.075 -0.378
H 4.615 -7.616 -5.981
H 1.908 4.061 1.875
H -7.941 6.548 12.760
H -6.968 -3.842 -6.956
H 6.191 -1.442 -5.498
C 11.773 -4.568 -4.254
H -7.589 -0.085 6.451
H 3.606 -4.927 -5.594
H -0.029 0.316 -4.146
H 3.874 -7.752 -3.355
H 2.035 -4.115 -10.207
H -7.188 1.926 7.483
H -3.485 -2.905 -7.952
N -0.130 -4.529 0.612
H 3.143 -6.557 -2.325
C -4.197 -3.102 -7.150
H -0.811 12.270 8.710
O -5.375 6.150 5.014
C 1.089 4.122 1.157
H -5.704 -2.638 -8.433
C 1.776 -3.408 -9.418
C 0.307 -3.408 -0.109
C -2.338 0.622 -3.074
C 9.292 -0.302 -5.764
H -6.810 1.102 9.068
H -7.181 7.014 11.351
H 5.231 3.444 2.986
C 11.316 -3.272 -7.027
H -4.350 -4.173 -7.286
H -3.767 10.193 6.576
C -8.293 2.682 9.255
C 5.599 -6.198 -4.611
H 7.706 2.057 -0.329
H 11.281 -1.100 -5.677
C 6.991 -0.878 -5.979
H 1.324 -5.601 -8.521
H 0.229 3.927 1.797
C 1.793 -2.939 0.161
C 2.790 3.350 -0.284
C -5.179 5.083 4.108
C -7.946 6.318 11.695
H 9.205 0.098 -6.775
H 10.208 -2.120 -4.889
C -5.777 -0.488 -1.804
H -4.671 5.404 3.199
C 2.095 -3.057 2.593
H -9.109 3.098 8.664
C 10.267 -1.486 -5.774
N 4.330 4.392 1.233
H 0.358 -1.360 -3.590
H -2.568 -5.815 -1.220
H -6.596 -0.968 -2.340
O -1.431 -0.467 -2.964
H 1.187 -4.770 -6.991
H 5.701 -6.450 -6.664
H -1.583 -4.580 -1.870
H 7.330 -1.414 -6.865
H 8.963 3.093 0.345
H 6.266 -6.991 -4.274
H -1.789 1.559 -2.979
H -4.587 9.826 8.158
H 2.902 -6.523 -4.157
H -10.143 2.532 11.801
H 12.545 -5.250 -4.610
N 3.903 -5.575 -6.310
C 3.571 -6.705 -3.317
H -0.282 -2.533 0.167
H -6.709 -3.031 1.083
H 0.178 -3.487 -1.188
N 10.243 -2.240 -7.052
C 3.867 3.118 0.723
H 0.230 11.411 7.520
H -0.220 -7.969 -2.415
H -3.937 -1.281 -2.575
O -7.745 4.899 11.559
C 10.969 -4.711 -6.555
O 4.775 -5.923 -3.433
H -8.337 3.333 12.922
O 10.656 -4.603 -5.138
O -1.642 10.843 7.537
O 2.276 -2.325 1.366
H 4.621 2.703 0.055
C -8.768 4.094 12.271
H -2.262 9.787 9.180
C 4.893 -6.563 -5.940
N -8.603 2.236 10.606
H 2.426 -2.501 3.470
C -3.505 0.527 -2.019
H 4.575 4.932 0.415
H 10.169 -5.134 -7.161
H -10.096 3.805 10.530
H 12.226 -2.942 -6.526
H 11.838 -5.302 -6.846
H -3.301 6.846 5.167
H 7.430 3.578 2.303
H -7.600 -1.235 7.815
O -0.442 -6.213 -1.517
```

Its total charge is 0. Its structure (SMILES) is COCCNCCOC.COCCNCCOC.COCCNCCOC.COCCNCCOC.COCCNCCOC.COCCNCCOC.COCCNCCOC.CC(C)O.

Computed energies relative to the best structure, in kcal/mol: A) 0.0; B) 140.6

A) This record from the Open Molecules 2025 dataset describes a 2-piece molecular cluster, CH4Cl2NOP overall. The level of theory is the ωB97M-V functional and the def2-TZVPD basis.

```
10
Properties=species:S:1:pos:R:3
H -3.544 -0.942 -0.596
H 2.503 1.722 -1.177
Cl -1.574 -0.462 0.674
H 2.172 2.334 0.359
C -2.866 -1.410 -0.034
O 1.132 0.509 1.692
N 1.996 1.694 -0.349
P 1.055 0.468 0.195
H -2.701 -2.515 -0.153
Cl 1.828 -1.397 -0.610
```

Its total charge is 0.

B) This record from the Open Molecules 2025 dataset describes a 2-piece molecular cluster, CH4Cl2NOP overall. The level of theory is the ωB97M-V functional and the def2-TZVPD basis.

```
10
Properties=species:S:1:pos:R:3
Cl -0.902 -0.810 -0.168
H 1.943 1.928 -1.257
P 1.900 0.226 0.367
H 3.143 0.792 -1.371
N 2.574 1.331 -0.774
H -1.923 -1.951 1.542
C -2.175 -1.310 0.840
O 2.228 0.522 1.725
Cl 2.933 -1.537 -0.303
H -2.938 -0.498 1.119
```

Its total charge is 0.

Computed energies relative to the best structure, in kcal/mol: A) 0.0; B) 2.4

A) This record from the Open Molecules 2025 dataset describes a 2-piece molecular cluster, C9H15N2O overall. The level of theory is the ωB97M-V functional and the def2-TZVPD basis.

```
27
Properties=species:S:1:pos:R:3
C -2.777 0.524 -0.070
H -3.765 -1.239 0.618
C 2.579 -0.525 1.459
N -2.862 -0.774 0.609
H 2.353 -0.802 2.438
H -1.061 -0.793 -0.875
H -1.925 1.405 1.663
H -2.480 -1.559 -2.645
H -2.205 -0.855 1.390
C 4.207 0.301 -0.196
O 0.315 -0.789 0.604
H -3.789 -0.471 -1.896
H 0.203 -1.174 1.446
C 3.227 0.497 -1.141
C -1.920 1.637 0.561
C 1.624 -0.420 0.433
H 4.690 -0.179 1.837
H 3.383 0.787 -2.125
H -2.399 2.586 0.434
H -3.680 0.904 -0.278
N -2.816 -0.912 -1.997
H 1.102 0.137 -1.415
H 5.207 0.720 -0.337
C -2.125 -0.529 -0.846
C 1.965 0.122 -0.789
H -0.934 1.537 0.064
C 3.883 -0.134 1.054
```

Its total charge is +1.

B) This record from the Open Molecules 2025 dataset describes an isolated ion of composition C9H15N2O and charge +1. The level of theory is the ωB97M-V functional and the def2-TZVPD basis.

```
27
Properties=species:S:1:pos:R:3
H -0.644 0.644 2.098
H -3.687 -0.600 -1.273
H -1.048 -0.321 -2.257
C 3.971 -0.242 -0.582
C 3.562 -1.307 0.152
H -0.870 1.864 0.317
N -1.606 -0.938 -0.419
N 0.527 0.476 0.296
H -2.059 -1.386 1.547
H 3.179 1.581 -1.267
H 0.217 -1.404 -1.400
C 1.828 0.105 0.019
C 0.122 1.847 0.051
H -0.471 -2.261 0.749
H 4.014 -2.292 0.079
C -1.133 -1.266 0.895
C -2.877 -0.254 -0.516
O 2.218 -1.187 0.389
H -3.390 -0.543 0.366
H 0.111 2.170 -0.901
H 0.644 2.508 0.687
H 0.443 -0.787 2.127
H -2.628 0.745 -0.650
C 2.916 0.706 -0.639
H 4.955 -0.057 -0.756
C -0.723 -0.826 -1.363
C -0.191 -0.129 1.412
```

Its total charge is +1. Its structure (SMILES) is C=[N+](C)CCN(C)c1ccco1.

Computed energies relative to the best structure, in kcal/mol: A) 0.0; B) 38.0

A) This record from the Open Molecules 2025 dataset describes a 2-piece molecular cluster, C9H13NO2 overall. The level of theory is the ωB97M-V functional and the def2-TZVPD basis.

```
25
Properties=species:S:1:pos:R:3
H -2.825 1.034 0.097
H -2.265 -0.552 0.558
C 0.533 0.152 1.663
C 0.883 1.291 0.967
C -3.130 -0.001 0.208
O -0.597 0.087 2.431
C 1.962 1.243 0.086
H 4.617 -0.563 -0.836
C 2.675 0.066 -0.097
H 1.206 -1.823 2.269
N -3.373 -0.161 -2.201
H -1.058 0.936 2.463
C 1.310 -0.994 1.599
H 0.350 2.236 1.045
H -3.736 -0.552 -3.053
H -2.550 0.408 -2.268
H 3.843 0.899 -1.653
C 3.723 -0.072 -1.192
H 2.308 2.089 -0.479
C -3.818 -0.597 -0.989
H -3.841 -0.055 1.023
O -4.719 -1.407 -0.874
H 2.886 -1.958 0.522
H 3.256 -0.671 -1.981
C 2.361 -1.035 0.691
```

Its total charge is 0. Its structure (SMILES) is Cc1ccc(O)cc1.CC(N)=O.

B) This record from the Open Molecules 2025 dataset describes a 2-piece molecular cluster, C9H13NO2 overall. The level of theory is the ωB97M-V functional and the def2-TZVPD basis.

```
25
Properties=species:S:1:pos:R:3
H 1.770 -0.398 -1.564
H -1.309 2.332 1.561
H 0.295 2.201 -0.800
C 0.106 -1.283 3.998
O 0.648 1.735 -2.799
C 0.565 1.363 -1.439
H 2.573 0.972 -0.796
H 1.358 0.043 0.100
H -1.430 1.396 -2.408
C 1.613 0.436 -0.889
C -0.587 -0.434 2.976
H 0.325 -1.951 -4.210
O -1.546 0.326 1.148
H 0.574 -0.661 4.775
H 0.847 -0.169 -4.428
C 0.250 -0.912 -3.910
N -0.555 0.945 3.011
H -1.471 -1.745 1.371
C -1.207 -0.815 1.845
H -1.014 -1.245 -2.260
H 0.870 -1.955 3.564
C -0.455 0.906 -2.402
H -0.661 -1.902 4.471
C -1.125 1.331 1.921
C -0.435 -0.517 -2.837
```

Its total charge is 0. Its structure (SMILES) is C=C[C@@H]1O[C@@H]1C.Cc1cocn1.

Computed energies relative to the best structure, in kcal/mol: A) 0.0; B) 63.7